{"formula": "C20H27FeN13O", "method": "ωB97M-V/def2-TZVPD", "symbols": ["Fe", "O", "N", "N", "N", "N", "N", "N", "N", "N", "N", "N", "N", "N", "N", "C", "C", "C", "C", "C", "C", "C", "C", "C", "C", "C", "C", "C", "C", "C", "C", "C", "C", "C", "C", "H", "H", "H", "H", "H", "H", "H", "H", "H", "H", "H", "H", "H", "H", "H", "H", "H", "H", "H", "H", "H", "H", "H", "H", "H", "H", "H"], "coordinates": [[-0.29384, 0.02374, 0.51319], [-2.18078, -1.19158, -0.60909], [2.83123, 2.82420, 1.97919], [1.77995, 3.66436, 2.03019], [2.46240, 1.67540, 1.51813], [-3.68459, 2.24372, 1.90633], [-0.66230, 1.29220, -1.30531], [-1.27302, -2.93373, -1.74526], [-1.42595, 3.54653, -4.75741], [1.14141, 1.70676, 1.22869], [-1.77344, 1.40897, 1.36426], [-0.50372, 3.46814, 1.41154], [-2.81387, 3.27242, 1.91668], [1.14421, -1.20675, -0.60256], [-3.08111, 1.14763, 1.58446], [3.43093, -1.29363, -1.43356], [0.61638, -1.27868, 3.24635], [-2.00169, -1.78567, -1.65772], [-0.23034, -1.02578, 2.03797], [-2.58057, -1.27938, -2.96236], [3.28068, -2.62611, -1.91815], [1.03416, -2.53137, -0.98362], [0.31251, 1.58960, -2.16402], [2.05478, -1.58263, 2.80767], [-0.26325, -3.22236, -0.70374], [2.03733, -3.22260, -1.62090], [0.63426, -0.05208, 4.17956], [2.39573, -0.66503, -0.80432], [-1.16723, 2.80864, -3.59215], [-1.88837, 1.74336, -1.57678], [-2.18495, 2.49875, -2.69612], [0.06285, -2.47599, 4.03487], [-1.65760, 2.71406, 1.57775], [0.77328, 2.93866, 1.55907], [0.11001, 2.33194, -3.31349], [1.84887, -4.26340, -1.87556], [0.94379, 2.54199, -3.97260], [2.06654, -2.42804, 2.11487], [-2.23130, 4.14843, -4.67041], [-0.11157, -4.30362, -0.69552], [2.55211, 0.31140, -0.36283], [4.08156, -3.16896, -2.40157], [0.60557, -2.60882, 4.97914], [-0.58354, 4.37842, 1.83656], [-0.91749, -3.12202, -2.67355], [1.23503, -0.25263, 5.07674], [2.68984, -1.81936, 3.67187], [-0.67333, -2.90022, 0.25519], [-2.86671, -2.09326, -3.63018], [1.29848, 1.21673, -1.91745], [0.15873, -3.39500, 3.45013], [-0.38290, 0.20369, 4.48865], [-0.99640, -2.32718, 4.25960], [2.47678, -0.72281, 2.28670], [-3.43979, -0.64947, -2.74712], [-2.65400, 1.48415, -0.85601], [-1.81904, -0.67045, -3.45707], [-0.62672, 4.07477, -5.07440], [-1.32540, -1.04695, 2.16423], [1.05865, 0.80926, 3.66569], [4.37609, -0.76668, -1.50760], [-3.19931, 2.84426, -2.85682]], "nbo_charge": [1.077, -0.624, -0.148, -0.429, -0.153, -0.155, -0.494, -0.616, -0.805, -0.463, -0.459, -0.612, -0.429, -0.645, -0.139, -0.290, -0.148, 0.688, -0.491, -0.713, -0.404, 0.108, 0.088, -0.611, -0.271, -0.268, -0.606, -0.046, 0.191, 0.093, -0.324, -0.592, 0.427, 0.419, -0.323, 0.176, 0.204, 0.203, 0.367, 0.181, 0.215, 0.175, 0.174, 0.399, 0.371, 0.170, 0.167, 0.259, 0.202, 0.231, 0.195, 0.198, 0.198, 0.244, 0.233, 0.241, 0.236, 0.368, 0.136, 0.227, 0.189, 0.205], "largest_force_ev_per_a": 0.99, "s_squared": 6.08, "lumo_ev": [4.393, 4.388], "homo_ev": [1.18, -1.21], "gap_ev": [3.2, 5.6], "total_charge": -2, "spin_multiplicity": 5, "e_above_lowest_kj_mol": 12.4}

---

{"formula": "C20H27N2S", "method": "ωB97M-V/def2-TZVPD", "symbols": ["S", "N", "N", "C", "C", "C", "C", "C", "C", "C", "C", "C", "C", "C", "C", "C", "C", "C", "C", "C", "C", "C", "C", "H", "H", "H", "H", "H", "H", "H", "H", "H", "H", "H", "H", "H", "H", "H", "H", "H", "H", "H", "H", "H", "H", "H", "H", "H", "H", "H"], "coordinates": [[0.72806, -0.29191, -2.00383], [1.40070, -0.03672, 0.82990], [-1.99695, 0.05671, -0.47444], [1.74064, 1.00745, -1.31479], [-2.78435, -1.18610, -0.68932], [2.72845, 2.02190, 0.60757], [2.22873, -3.64918, 0.64317], [1.36678, -1.61602, -0.98578], [2.00687, -3.89711, -0.70126], [-2.61673, 1.21864, -1.17037], [-1.99091, -2.45309, -0.41869], [3.24253, 3.01661, -0.20479], [-1.73382, 0.29270, 0.96699], [1.08606, 0.18859, 2.22433], [0.10283, 1.36377, 2.39169], [2.27058, 1.98523, -2.13421], [2.04520, -2.38360, 1.17139], [1.58110, -2.87017, -1.52545], [-4.00329, 1.58619, -0.66864], [1.96067, 0.99605, 0.06338], [1.60543, -1.33963, 0.36115], [3.01986, 3.00365, -1.57186], [-0.87210, 1.53219, 1.22099], [2.56719, -4.44461, 1.28814], [-1.71978, -2.56022, 0.62741], [-1.21583, -0.58953, 1.33904], [3.42875, 3.77822, -2.19981], [-4.71665, 0.78060, -0.81343], [0.65711, 2.29779, 2.48192], [-2.66195, 0.96973, -2.23261], [-1.04773, -0.08500, -0.94397], [-1.95016, 2.07387, -1.05787], [2.16703, -4.88143, -1.10956], [-0.28424, 1.76095, 0.33158], [-3.11023, -1.19158, -1.73079], [1.97588, 0.37475, 2.83747], [-4.35535, 2.44294, -1.23644], [2.93736, 2.03660, 1.66473], [-1.08760, -2.48779, -1.02122], [-3.66636, -1.15338, -0.04761], [1.39813, -3.03748, -2.57562], [-2.68907, 0.37012, 1.48824], [2.08242, 1.95161, -3.19597], [-2.60317, -3.30971, -0.68569], [2.26215, -2.20357, 2.21224], [-1.50231, 2.39748, 1.42804], [-3.99297, 1.87015, 0.37944], [0.62527, -0.72871, 2.59764], [-0.44785, 1.21837, 3.32126], [3.83361, 3.80367, 0.23633]], "nbo_charge": [0.304, -0.488, -0.449, -0.198, -0.219, -0.194, -0.183, -0.223, -0.205, -0.220, -0.632, -0.194, -0.230, -0.217, -0.409, -0.197, -0.258, -0.210, -0.635, 0.126, 0.229, -0.210, -0.422, 0.230, 0.219, 0.226, 0.231, 0.222, 0.227, 0.224, 0.463, 0.228, 0.230, 0.224, 0.222, 0.207, 0.249, 0.215, 0.226, 0.221, 0.233, 0.223, 0.233, 0.247, 0.225, 0.227, 0.218, 0.213, 0.223, 0.229], "largest_force_ev_per_a": 0.70, "lumo_ev": -2.021, "smiles": "CC[NH+](CC)CCCCN1c2ccccc2Sc2ccccc21", "homo_ev": -10.88, "gap_ev": 8.9, "total_charge": 1, "e_above_lowest_kj_mol": 0.0}

---

{"formula": "C20H27N3O2", "method": "ωB97M-V/def2-TZVPD", "symbols": ["O", "O", "N", "N", "N", "C", "C", "C", "C", "C", "C", "C", "C", "C", "C", "C", "C", "C", "C", "C", "C", "C", "C", "C", "C", "H", "H", "H", "H", "H", "H", "H", "H", "H", "H", "H", "H", "H", "H", "H", "H", "H", "H", "H", "H", "H", "H", "H", "H", "H", "H", "H"], "coordinates": [[1.37975, -1.08366, 1.98328], [2.03797, 0.37139, -0.90117], [0.98769, -2.14849, 0.02409], [-0.66862, -0.46399, -2.00612], [-0.50353, -0.55098, 0.79758], [0.83181, -0.72380, -4.29918], [3.23844, -0.21846, -0.44369], [3.27272, -1.67996, -0.88104], [-0.66587, 0.48868, -2.91940], [2.37233, -2.56929, -0.01099], [-1.06851, 0.39560, 1.65063], [-2.63054, 2.23872, 1.87556], [-3.02015, 3.33716, 4.10955], [-3.61608, 3.17817, 1.24712], [0.04955, -2.52954, -1.02445], [-1.99102, 1.28564, 1.10256], [-0.79659, 0.46921, 3.01187], [0.83513, -1.72176, -3.33895], [-1.43219, 1.42425, 3.78296], [1.79886, 1.63448, -0.33852], [-2.34751, 2.31544, 3.24267], [0.07344, 0.41543, -4.08720], [0.22298, -3.98314, -1.46418], [0.08187, -1.54705, -2.18425], [0.66773, -1.22921, 1.00593], [1.16514, -4.15840, -1.97421], [2.96463, -1.72625, -1.92546], [0.85287, 1.98478, -0.74711], [4.09789, 0.32711, -0.86798], [-4.10231, 3.20735, 4.09140], [3.29508, -0.15395, 0.65114], [2.59622, 2.34222, -0.60034], [-3.29619, 4.21216, 1.37434], [1.41651, -0.83456, -5.20135], [-2.80244, 4.34593, 3.75853], [2.44057, -3.60435, -0.34653], [-1.29183, 1.34552, -2.70294], [4.29650, -2.04916, -0.80139], [-0.08511, -0.20683, 3.45410], [2.72735, -2.51951, 1.02221], [-3.71836, 2.97589, 0.18380], [1.72356, 1.57340, 0.75346], [-0.94950, -2.45563, -0.57524], [-2.68017, 3.24977, 5.13842], [1.41452, -2.61756, -3.49681], [-2.20937, 1.22161, 0.04489], [-4.59520, 3.07597, 1.71429], [0.05282, 1.21846, -4.80694], [-0.79715, -0.45450, -0.17618], [0.17045, -4.63526, -0.59583], [-0.58637, -4.24316, -2.14265], [-1.20977, 1.47412, 4.83973]], "nbo_charge": [-0.679, -0.571, -0.463, -0.474, -0.693, -0.151, -0.068, -0.430, 0.068, -0.220, 0.248, 0.005, -0.628, -0.630, -0.080, -0.276, -0.276, -0.258, -0.177, -0.246, -0.045, -0.261, -0.613, 0.242, 0.822, 0.202, 0.204, 0.189, 0.165, 0.211, 0.191, 0.164, 0.215, 0.218, 0.211, 0.195, 0.193, 0.212, 0.247, 0.243, 0.212, 0.185, 0.231, 0.215, 0.220, 0.201, 0.216, 0.223, 0.439, 0.227, 0.222, 0.203], "largest_force_ev_per_a": 0.49, "lumo_ev": 0.770, "smiles": "COCCCN(C(=O)Nc1ccc(C)c(C)c1)[C@H](C)c1ccccn1", "homo_ev": -7.62, "gap_ev": 8.4, "e_above_lowest_kj_mol": 85.9}

---

{"formula": "C20H27N3O2", "method": "ωB97M-V/def2-TZVPD", "symbols": ["O", "O", "N", "N", "N", "C", "C", "C", "C", "C", "C", "C", "C", "C", "C", "C", "C", "C", "C", "C", "C", "C", "C", "C", "C", "H", "H", "H", "H", "H", "H", "H", "H", "H", "H", "H", "H", "H", "H", "H", "H", "H", "H", "H", "H", "H", "H", "H", "H", "H", "H", "H"], "coordinates": [[3.18264, -0.78136, 0.41063], [2.27497, -1.82147, -1.98681], [-0.75865, -0.12298, -1.89951], [-5.11916, 1.00511, -2.18677], [-2.94062, 1.70221, -2.02897], [-1.96837, -0.45637, -2.63474], [4.62246, -0.92630, 4.30708], [-6.37036, 0.99971, -1.76738], [-1.08521, 0.72898, -0.77162], [-4.19537, 1.67567, -1.48858], [-4.54377, 2.36856, -0.31353], [2.97391, 1.57154, 1.99221], [-2.63049, 0.82680, -3.13876], [1.81793, -1.13563, 0.26892], [-1.74819, 2.01387, -1.28116], [4.06662, 0.24039, 3.81644], [3.64778, -0.83950, 1.72050], [3.57302, 0.30208, 2.52078], [4.21672, -2.02098, 2.19873], [4.70043, -2.04545, 3.50002], [-0.00191, -1.29862, -1.51880], [-6.80477, 1.64624, -0.62612], [1.46548, -0.96560, -1.21286], [-5.85407, 2.34594, 0.10868], [4.30686, -3.24317, 1.33433], [-7.05516, 0.43586, -2.38910], [1.65881, 0.07893, -1.50266], [3.18936, -1.66620, -1.71802], [5.14407, -2.95528, 3.87759], [4.01443, 1.12014, 4.44138], [-0.16604, 0.98381, -0.24159], [-7.83768, 1.60928, -0.32015], [3.49570, -3.93346, 1.56966], [-1.76976, 0.22180, -0.06446], [-3.81151, 2.91942, 0.25422], [1.93569, 1.66456, 2.31468], [-2.68960, -1.00811, -2.00603], [-1.05234, 2.51942, -1.95885], [1.18362, -0.49788, 0.89760], [-6.13844, 2.87279, 1.00900], [1.66310, -2.18277, 0.56432], [5.24739, -3.76125, 1.50842], [3.51960, 2.43368, 2.36892], [-1.96537, 2.67919, -0.44813], [0.01312, -1.98244, -2.36936], [-3.55591, 0.59603, -3.66343], [-1.93903, 1.35236, -3.80337], [-0.45898, -1.82672, -0.66356], [-1.69544, -1.08379, -3.48483], [4.23812, -2.97825, 0.28260], [3.00148, 1.57991, 0.90537], [5.00291, -0.96071, 5.31709]], "nbo_charge": [-0.567, -0.718, -0.441, -0.500, -0.413, -0.231, -0.208, 0.071, -0.236, 0.395, -0.313, -0.640, -0.232, -0.085, -0.213, -0.207, 0.339, -0.061, -0.070, -0.204, -0.235, -0.323, 0.082, -0.144, -0.634, 0.189, 0.171, 0.478, 0.208, 0.208, 0.199, 0.217, 0.221, 0.167, 0.210, 0.216, 0.169, 0.205, 0.175, 0.213, 0.179, 0.221, 0.221, 0.207, 0.228, 0.253, 0.196, 0.165, 0.207, 0.223, 0.228, 0.212], "largest_force_ev_per_a": 0.62, "lumo_ev": 0.718, "smiles": "Cc1cccc(C)c1OC[C@@H](O)CN1CCN(c2ccccn2)CC1", "homo_ev": -7.80, "gap_ev": 8.5, "e_above_lowest_kj_mol": 199.6}